(1)
{
  "formula": "C24H34NW",
  "method": "ωB97M-V with the def2-TZVPD basis set",
  "elements": ["C", "C", "C", "C", "C", "W", "C", "C", "H", "C", "H", "H", "C", "H", "H", "H", "C", "H", "H", "H", "C", "H", "H", "H", "C", "H", "H", "H", "C", "H", "H", "H", "C", "H", "H", "H", "C", "H", "H", "H", "C", "C", "C", "C", "H", "C", "H", "C", "H", "H", "H", "C", "C", "C", "N", "H", "H", "H", "H", "H"],
  "xyz": [[1.44762, -0.41897, 1.97535], [0.17701, 0.18079, 2.26466], [0.10715, 1.43933, 1.57113], [1.34106, 1.61653, 0.85767], [2.15370, 0.45045, 1.07182], [0.27333, -0.17201, 0.04095], [-1.28657, 0.97371, -2.33132], [-0.17255, -0.01954, -2.12305], [-0.35484, -1.01114, -2.55132], [1.19641, 0.33459, -1.85960], [1.53986, 1.35239, -2.06029], [1.95314, -0.42909, -2.07864], [-2.06590, 0.71897, -3.61842], [-2.48838, -0.29204, -3.63245], [-2.89073, 1.43363, -3.72135], [-1.39693, 0.83036, -4.48382], [-0.86655, 2.42921, -2.22273], [-0.47178, 2.67073, -1.22708], [-0.09145, 2.66235, -2.96678], [-1.71964, 3.09808, -2.39974], [-0.83875, -0.38248, 3.19787], [-0.98866, -1.45489, 3.02153], [-0.52336, -0.26025, 4.24385], [-1.80749, 0.10864, 3.07803], [-0.99709, 2.43525, 1.70057], [-1.96873, 1.93476, 1.75698], [-0.87173, 3.03909, 2.61102], [-1.02942, 3.12271, 0.84875], [1.80544, 2.87059, 0.18954], [0.97870, 3.55946, -0.01053], [2.51918, 3.40399, 0.83559], [2.32065, 2.66636, -0.75539], [3.53349, 0.22264, 0.54312], [3.72496, 0.81709, -0.35727], [4.28821, 0.49918, 1.29371], [3.70071, -0.83230, 0.28797], [1.96299, -1.68559, 2.57557], [2.75827, -2.13663, 1.96859], [2.38861, -1.49094, 3.57213], [1.16426, -2.42798, 2.70657], [-2.26082, -0.18799, -0.00939], [-2.47633, 0.70293, -1.00758], [-3.22484, -0.43639, 0.99295], [-3.50106, 1.63447, -0.90061], [-1.60757, -0.90246, -0.78118], [-4.26574, 0.47929, 1.10849], [-3.12587, -1.31180, 1.62775], [-4.39261, 1.53726, 0.19305], [-3.63835, 2.43605, -1.62898], [-4.99540, 0.37109, 1.91632], [-5.19736, 2.26805, 0.30565], [3.11733, -4.70858, -1.00795], [1.75790, -4.46702, -0.32376], [1.28238, -3.09912, -0.43454], [0.83067, -2.03046, -0.28975], [3.07580, -4.43159, -2.06717], [3.39798, -5.76522, -0.94897], [3.91191, -4.12670, -0.52595], [0.98699, -5.10474, -0.78052], [1.82080, -4.71411, 0.74895]],
  "total_charge": 1,
  "gap_ev": [7.52, 7.07],
  "s2": 2.025,
  "energy_ev": -28747.3344,
  "multiplicity": 3
}



(2)
{
  "formula": "C4H5NO",
  "method": "ωB97M-V with the def2-TZVPD basis set",
  "elements": ["C", "C", "C", "C", "N", "O", "H", "H", "H", "H", "H"],
  "xyz": [[-0.32813, -0.00622, 0.90098], [0.70178, -0.34646, 1.42864], [1.32499, 0.18724, -1.34436], [-1.66214, 0.50529, 0.52791], [1.48071, -0.99465, -1.32814], [1.03241, 1.28760, -1.10148], [1.52443, -1.12474, 1.61021], [-1.80131, 0.66143, -0.53115], [-2.42693, -0.08005, 0.95625], [-1.47575, 1.58792, 0.91721], [1.62995, -1.67736, -2.03605]],
  "gap_ev": [5.28, 8.04],
  "s2": 2.004,
  "energy_ev": -7758.7331,
  "multiplicity": 3,
  "e_above_lowest_ev": 3.159
}



(3)
{
  "formula": "C17H19N6O2PtS2Sb",
  "method": "ωB97M-V with the def2-TZVPD basis set",
  "elements": ["Pt", "N", "C", "N", "C", "N", "C", "C", "N", "C", "C", "N", "H", "H", "H", "H", "H", "S", "C", "N", "O", "C", "O", "C", "C", "C", "C", "S", "C", "C", "H", "H", "H", "H", "H", "C", "Sb", "C", "C", "H", "H", "H", "H", "H", "H", "H", "H", "H"],
  "xyz": [[0.17148, 0.33423, -0.73281], [-2.22565, 3.70804, -0.62088], [-2.20830, 2.37218, -0.69420], [-0.94960, 1.99688, -0.76606], [-0.23147, 3.15987, -0.73194], [-0.98321, 4.22530, -0.64753], [1.22404, 3.06740, -0.77522], [2.10168, 4.13597, -0.73552], [3.41753, 3.96063, -0.75270], [3.85952, 2.71025, -0.81003], [3.00078, 1.61823, -0.85419], [1.68814, 1.80814, -0.83909], [-3.02340, 4.31763, -0.55096], [-3.06172, 1.71451, -0.70260], [1.73072, 5.15221, -0.68318], [4.93036, 2.55549, -0.81937], [3.34961, 0.59531, -0.89084], [3.87984, -2.52628, -0.48307], [2.48461, -1.73844, -0.59237], [1.47864, -1.14459, -0.66942], [-1.15193, -6.31273, -4.59792], [-1.84412, -6.16836, -3.44350], [-2.56991, -7.05137, -3.08058], [-1.71766, -4.86348, -2.72858], [-2.61909, -4.60595, -1.69563], [-2.56259, -3.42511, -0.98974], [-1.60153, -2.45185, -1.29880], [-1.65053, -0.97216, -0.35986], [-0.69559, -2.71090, -2.31911], [-0.75365, -3.90698, -3.01988], [-0.68623, -5.49942, -4.81704], [-3.35873, -5.35852, -1.45776], [-3.26068, -3.24607, -0.18186], [0.06844, -1.98591, -2.56091], [0.00139, -4.07113, -3.78126], [-1.12196, 2.43954, 3.09545], [0.78968, 1.48228, 2.86670], [0.26927, -0.23633, 4.03110], [1.77926, 2.54429, 4.44927], [-1.38520, 2.51707, 4.15022], [-1.88559, 1.85127, 2.58424], [-1.10272, 3.44097, 2.66298], [-0.14661, 0.06863, 4.99122], [1.15628, -0.84521, 4.19984], [-0.46155, -0.83738, 3.49162], [1.18372, 2.51572, 5.36168], [1.94576, 3.58175, 4.16085], [2.74846, 2.08441, 4.63923]],
  "gap_ev": 6.30,
  "energy_ev": -62428.5560,
  "e_above_lowest_ev": 0.000
}